Model A:
A cluster of 2 separate species, C11H16 in total. Source: the OMol25 dataset; level of theory: ωB97M-V with the def2-TZVPD basis set.

The geometry in XYZ format:
```
27
Properties=species:S:1:pos:R:3
C -1.063 -2.124 -0.690
C -0.378 -1.077 -1.535
C -1.108 0.112 -1.653
C -2.268 0.349 -0.848
C -2.743 -0.640 0.028
C -2.138 -1.911 0.226
H -0.912 -3.209 -0.711
H 0.445 -1.300 -2.092
H -0.610 0.991 -2.184
H -2.586 1.358 -0.738
H -3.607 -0.322 0.679
H -2.356 -2.520 1.018
C 2.283 -0.277 0.630
C 2.317 1.022 -0.255
C 1.557 2.126 0.301
C 1.304 1.665 1.765
C 1.020 0.077 1.519
H 2.209 -1.087 0.100
H 3.141 -0.423 1.391
H 1.856 0.727 -1.226
H 3.410 1.192 -0.834
H 0.749 2.303 -0.384
H 2.158 2.994 0.219
H 0.463 2.154 2.301
H 2.293 1.584 2.260
H 0.099 0.128 0.789
H 0.545 -0.497 2.479
```

## Properties
HOMO energy ... -8.984 eV
Gap between HOMO and LUMO ... 9.99 eV
SMILES ... c1ccccc1.C1CCCC1
E_LUMO ... 0.0370 Ha
Net charge ... 0


Model B:
An isolated molecule of C11H16. Source: the OMol25 dataset; level of theory: ωB97M-V with the def2-TZVPD basis set.

The geometry in XYZ format:
```
27
Properties=species:S:1:pos:R:3
C -1.044 1.825 -0.538
C 0.231 1.913 0.030
C -2.376 0.097 0.871
C -1.846 -1.309 0.646
C -1.823 0.603 -0.523
C 1.044 0.841 0.258
C -1.055 -0.710 -0.489
C 0.507 -0.498 -0.431
C 2.239 0.836 1.132
C 0.935 -0.404 -1.908
C 1.169 -1.729 0.192
H -1.479 2.707 -0.984
H 0.597 2.907 0.264
H -3.453 0.220 0.963
H -1.863 0.606 1.683
H -1.288 -1.752 1.468
H -2.600 -2.019 0.305
H -2.640 0.639 -1.244
H 2.075 0.200 2.002
H 2.447 1.845 1.480
H 3.116 0.456 0.609
H 0.674 -1.323 -2.430
H 2.011 -0.248 -1.991
H 0.424 0.427 -2.388
H 2.244 -1.712 0.028
H 0.772 -2.632 -0.269
H 0.986 -1.786 1.263
```

## Properties
HOMO energy (alpha / beta) ... -6.910 / -7.383 eV
Gap between HOMO and LUMO (alpha / beta) ... 7.43 / 7.50 eV
E_LUMO (alpha / beta) ... 0.0191 / 0.0042 Ha
Net charge ... 0


What should be chosen as the most stable of them? Choose model A.


Model A:
A structure of composition C14H23AuN4O. Source: the OMol25 dataset; level of theory: ωB97M-V with the def2-TZVPD basis set.

The geometry in XYZ format:
```
43
Properties=species:S:1:pos:R:3
Au 0.620 0.878 0.044
C 5.045 1.780 -0.005
C 3.723 1.191 0.006
N 2.663 0.763 0.030
H 5.694 1.240 -0.693
H 5.462 1.752 1.001
H 4.946 2.816 -0.331
O 0.963 2.732 -0.018
C 0.942 -3.541 -1.187
C 0.970 -1.997 -1.178
N 0.413 -1.464 0.086
C -0.980 -1.935 0.232
C -1.050 -3.479 0.256
N 0.350 -3.996 0.116
C 1.192 -3.519 1.264
C 1.213 -1.976 1.223
H 1.937 -3.975 -1.262
H 0.324 -3.943 -1.987
H 0.393 -1.592 -2.007
H 1.990 -1.631 -1.280
H -1.564 -1.555 -0.605
H -1.389 -1.526 1.155
H -1.633 -3.881 -0.569
H -1.453 -3.864 1.190
H 0.326 -5.016 0.127
H 2.182 -3.953 1.144
H 0.749 -3.907 2.179
H 2.231 -1.610 1.112
H 0.811 -1.557 2.143
N -1.439 1.309 0.118
C -2.086 2.634 -0.080
C -1.577 3.788 0.481
C -2.303 4.962 0.315
C -3.501 4.969 -0.381
C -4.002 3.792 -0.921
C -3.294 2.612 -0.764
H -1.869 0.711 -0.585
H -1.767 0.966 1.020
H -0.640 3.770 1.013
H -1.919 5.879 0.739
H -4.050 5.893 -0.503
H -4.940 3.788 -1.458
H -3.684 1.689 -1.181
```

## Properties
HOMO energy ... -13.876 eV
Gap between HOMO and LUMO ... 7.53 eV
E_LUMO ... -0.2331 Ha
Net charge ... +2


Model B:
A structure of composition C14H23AuN4O. Source: the OMol25 dataset; level of theory: ωB97M-V with the def2-TZVPD basis set.

The geometry in XYZ format:
```
43
Properties=species:S:1:pos:R:3
Au 0.075 -0.454 0.077
C 4.729 -1.463 -0.069
C 3.338 -1.047 -0.028
N 2.238 -0.724 0.001
H 4.829 -2.315 -0.740
H 5.052 -1.747 0.932
H 5.347 -0.645 -0.433
O -1.792 -0.267 0.025
C 0.668 3.729 1.425
C 0.597 2.187 1.385
N 0.078 1.723 0.072
C 0.968 2.206 -1.015
C 1.044 3.748 -1.007
N 0.179 4.248 0.108
C -1.242 3.816 -0.115
C -1.290 2.277 -0.136
H 1.682 4.094 1.571
H 0.031 4.148 2.200
H -0.070 1.806 2.155
H 1.583 1.753 1.536
H 0.569 1.841 -1.959
H 1.954 1.774 -0.867
H 0.672 4.182 -1.932
H 2.054 4.113 -0.833
H 0.217 5.267 0.123
H -1.571 4.253 -1.055
H -1.840 4.236 0.691
H -1.668 1.890 -1.077
H -1.933 1.865 0.634
N -0.081 -2.546 0.224
C -1.277 -3.392 -0.011
C -2.526 -3.019 0.438
C -3.576 -3.909 0.237
C -3.370 -5.123 -0.398
C -2.101 -5.473 -0.844
C -1.041 -4.601 -0.650
H 0.623 -2.884 -0.428
H 0.265 -2.758 1.159
H -2.667 -2.058 0.904
H -4.565 -3.640 0.580
H -4.198 -5.801 -0.549
H -1.934 -6.419 -1.339
H -0.048 -4.871 -0.993
```

## Properties
HOMO energy (alpha / beta) ... -13.921 / -13.921 eV
Gap between HOMO and LUMO (alpha / beta) ... 7.45 / 7.45 eV
E_LUMO (alpha / beta) ... -0.2378 / -0.2378 Ha
Net charge ... +2


What should be chosen as the most stable of them? Choose model B.


Model A:
A cluster of 2 separate species, CH3FOS in total. Source: the OMol25 dataset; level of theory: ωB97M-V with the def2-TZVPD basis set.

The geometry in XYZ format:
```
7
Properties=species:S:1:pos:R:3
C 1.470 0.322 0.515
O -0.387 0.273 -1.143
F -3.047 -0.879 -0.042
S 1.077 0.122 -1.057
H 2.415 -0.133 0.786
H -2.328 -0.411 -0.352
H 0.799 0.707 1.293
```

## Properties
HOMO energy ... -10.201 eV
Gap between HOMO and LUMO ... 9.31 eV
E_LUMO ... -0.0328 Ha
Net charge ... 0


Model B:
An isolated molecule of CH3FOS. Source: the OMol25 dataset; level of theory: ωB97M-V with the def2-TZVPD basis set.

The geometry in XYZ format:
```
7
Properties=species:S:1:pos:R:3
O 0.512 0.367 1.234
C -0.039 -0.372 0.297
F -1.282 0.210 -0.032
S 0.951 -0.191 -1.388
H 0.159 1.318 1.137
H -0.174 -1.433 0.638
H -0.127 0.100 -1.885
```

## Properties
HOMO energy ... -9.626 eV
Gap between HOMO and LUMO ... 10.47 eV
SMILES ... O[C@@H](F)S
E_LUMO ... 0.0311 Ha
Net charge ... 0


What should be chosen as the most stable of them? Choose model B.


Model A:
The ion C2H4N3O with charge +1. Source: the OMol25 dataset; level of theory: ωB97M-V with the def2-TZVPD basis set.

The geometry in XYZ format:
```
10
Properties=species:S:1:pos:R:3
H -1.682 0.447 -0.397
N -0.803 0.111 -0.374
C -0.611 -1.082 -0.855
N 0.647 -1.592 -0.618
N 1.284 -1.024 0.219
C 1.339 0.088 0.981
O 2.192 -1.074 1.093
H -1.379 -1.860 -1.288
H 1.721 1.008 0.451
H 0.589 0.229 1.755
```

## Properties
HOMO energy ... -16.658 eV
Gap between HOMO and LUMO ... 9.84 eV
SMILES ... [H]/N=C/N=[N+]1\CO1
E_LUMO ... -0.2507 Ha
Net charge ... +1


Model B:
The ion C2H4N3O with charge +1. Source: the OMol25 dataset; level of theory: ωB97M-V with the def2-TZVPD basis set.

The geometry in XYZ format:
```
10
Properties=species:S:1:pos:R:3
H -1.807 -2.172 -0.227
N -1.097 -1.400 -0.104
C -0.540 -0.968 -1.161
N 0.604 -0.270 -0.907
N 0.795 0.485 -0.005
C 0.546 1.366 1.070
O 1.838 0.904 0.629
H -0.794 -1.295 -2.183
H 0.273 2.537 1.048
H 0.180 0.814 1.839
```

## Properties
HOMO energy ... -16.010 eV
Gap between HOMO and LUMO ... 9.62 eV
SMILES ... [H]/N=C/N=[N+]1\CO1
E_LUMO ... -0.2346 Ha
Net charge ... +1


Model C:
The ion C2H4N3O with charge +1. Source: the OMol25 dataset; level of theory: ωB97M-V with the def2-TZVPD basis set.

The geometry in XYZ format:
```
10
Properties=species:S:1:pos:R:3
O 2.961 0.423 -0.163
N 1.906 -0.090 0.047
C 0.585 0.876 0.144
N -0.410 -0.366 -0.119
C 0.237 -1.479 -0.014
N 1.553 -1.291 0.159
H 0.461 1.443 -0.775
H 0.308 1.477 1.020
H -1.457 -0.312 -0.020
H -0.058 -2.439 -0.200
```

## Properties
HOMO energy ... -16.239 eV
Gap between HOMO and LUMO ... 9.69 eV
SMILES ... O=[N+]1CNC=N1
E_LUMO ... -0.2408 Ha
Net charge ... +1


What should be chosen as the most stable of them? Choose model C.